{
  "formula": "C35H48GeMgN3O2Si2",
  "method": "wB97M-V/def2-TZVPD",
  "charge": -1,
  "lumo_ev": 2.05,
  "homo_lumo_gap_ev": 1.93,
  "largest_force_ev_per_a": 4.07,
  "energy_ha": -4533.1667,
  "species": ["Ge", "Si", "Si", "Mg", "O", "O", "N", "N", "N", "C", "C", "C", "C", "C", "C", "C", "C", "C", "C", "C", "C", "C", "C", "C", "C", "C", "C", "C", "C", "C", "C", "C", "C", "C", "C", "C", "C", "C", "C", "C", "C", "C", "C", "C", "H", "H", "H", "H", "H", "H", "H", "H", "H", "H", "H", "H", "H", "H", "H", "H", "H", "H", "H", "H", "H", "H", "H", "H", "H", "H", "H", "H", "H", "H", "H", "H", "H", "H", "H", "H", "H", "H", "H", "H", "H", "H", "H", "H", "H", "H", "H", "H"],
  "positions_angstrom": [[2.40312, -1.77651, 2.42000], [-1.76010, -1.16523, -5.15606], [-0.80464, 0.89862, -6.14874], [-1.47410, 3.34165, 2.63953], [-0.01573, 2.00817, 3.12047], [-0.69439, 2.30132, 1.05666], [-3.78043, 2.85579, 2.48238], [-2.12018, 4.07744, 4.61567], [-1.05033, 5.58092, 2.40470], [-1.38105, 0.23957, -8.98269], [1.04238, 0.98578, -6.00173], [-1.60943, -0.85992, -9.86847], [3.36199, -1.47912, 6.42999], [0.17885, -3.30908, 3.65949], [2.58358, -3.26972, -0.24748], [-1.18000, -3.67379, 3.70135], [2.16945, 0.20519, 2.56238], [3.28072, -2.50983, 0.74863], [5.39755, -3.23935, -0.22514], [-4.36774, 3.36015, 3.75762], [-1.84447, -1.35874, -7.09040], [-1.46077, -0.09286, -7.61254], [-1.95352, -2.10692, -9.37732], [-3.40624, 3.43295, 4.96174], [3.29088, -4.01839, -1.18680], [-1.96584, -3.42052, 2.60379], [-0.19740, -2.26809, 1.53059], [-1.68307, 2.52626, -5.86378], [1.33673, 0.91371, 1.45944], [0.12728, 1.82182, 1.88043], [2.64305, -1.72638, 5.24900], [3.36864, -2.10665, 4.05921], [-0.31939, -2.22122, -4.58869], [0.64911, -2.49550, 2.65348], [-2.16625, 5.58392, 4.72057], [4.69416, -4.01479, -1.19075], [-1.54646, -2.63151, 1.51244], [-1.98006, 6.27105, 3.33374], [4.66556, -2.63121, 4.19884], [5.35007, -2.50186, 5.39909], [-2.10601, -2.39144, -8.01909], [4.67366, -2.41119, 0.61677], [-3.33691, -0.68893, -4.31651], [4.68721, -1.93824, 6.51083], [3.20999, 0.58288, 2.56068], [-4.32607, 3.21637, 1.71530], [1.54662, -3.11088, -0.43667], [-0.02519, 5.77931, 2.53303], [-1.62893, 2.83089, -4.81012], [-1.06030, 3.24714, -6.49597], [0.34973, -2.48761, -5.44509], [-2.44442, -3.36991, -7.71347], [-1.50355, -0.70464, -10.96322], [1.66032, 0.96023, -6.96234], [-3.19751, 2.44908, 5.41355], [0.25003, -1.58077, -3.92401], [-3.59952, -1.58670, -3.70708], [-2.71837, 2.60362, -6.14738], [-3.28620, 0.19285, -3.66794], [0.96922, 0.20669, 0.70117], [6.36644, -2.85878, 5.46374], [5.22741, -1.66325, 1.20519], [0.84823, -3.54046, 4.41526], [2.82385, -4.63418, -1.90516], [-1.25507, 5.95026, 1.44897], [1.26952, 0.03869, -5.49988], [-4.68758, 4.40765, 3.58250], [1.98850, 1.53818, 0.89228], [2.88654, -1.01902, 7.32587], [1.57559, 0.41789, 3.43061], [-2.18895, -2.89839, -10.09540], [6.50929, -3.41825, -0.17528], [5.30265, -4.53486, -1.98719], [1.40934, 1.81041, -5.30882], [1.60357, -1.35882, 5.15619], [-1.62917, -4.14893, 4.58768], [5.28143, -1.85197, 7.39054], [-3.99978, 1.85285, 2.43332], [0.26081, -1.80107, 0.64740], [-2.94651, -3.85296, 2.49486], [5.24572, -3.01933, 3.32792], [-3.92543, 3.97715, 5.75290], [-1.64576, 7.28651, 3.45652], [-2.13569, -2.34513, 0.65592], [-2.91457, 6.28698, 2.75213], [-1.21249, 1.27503, -9.28913], [-5.22254, 2.85835, 4.10891], [-1.39251, 3.70574, 5.21141], [-4.11611, -0.52242, -5.11874], [-0.65297, -3.08123, -3.95521], [-3.13163, 5.83095, 5.08022], [-1.43749, 5.98652, 5.45137]],
  "atomic_forces_ev_per_a": [[0.12, 0.76, -0.52], [1.91, 2.56, -2.52], [-1.84, -1.32, 1.10], [-0.89, 0.88, -0.46], [-0.14, 0.49, 0.69], [0.58, 0.00, -0.13], [0.26, -0.84, 1.48], [-0.26, 0.57, 0.00], [0.81, -0.57, -0.54], [-0.72, -2.39, 0.21], [1.65, 0.46, -0.30], [0.40, 1.99, -0.28], [-0.09, -1.00, 0.32], [-1.62, 1.09, -0.48], [1.49, 0.65, 0.44], [0.62, -0.36, 0.26], [-0.14, -0.07, -1.57], [-0.61, 0.03, -0.68], [0.23, -1.30, -1.62], [1.31, 1.82, 0.04], [-0.29, -0.28, -0.58], [0.61, 0.82, -0.31], [-0.39, -0.80, -0.14], [0.18, -0.57, -0.31], [1.56, 0.66, 0.57], [-0.96, 0.72, -1.26], [-0.04, 0.49, 0.26], [1.59, 1.05, -0.46], [-0.64, -0.31, -0.68], [1.04, -1.77, 0.03], [1.23, 1.39, -0.94], [-0.31, -1.03, 1.54], [-0.44, -0.82, 0.86], [-1.01, -0.97, -2.20], [1.30, -0.40, -1.28], [0.86, 0.21, 0.44], [1.96, -0.57, 0.86], [0.23, -0.59, -0.07], [0.34, 0.71, -0.84], [-1.29, 0.03, 0.69], [0.12, 1.24, 0.18], [0.33, 0.07, 1.00], [-1.12, -1.33, 0.14], [0.31, -0.06, -1.24], [-0.70, 0.23, 0.52], [-0.06, 0.69, -0.61], [-0.78, -0.47, 0.55], [-1.24, -0.02, 0.32], [0.23, 0.05, -0.25], [-0.98, -0.42, 0.89], [-0.82, -0.03, 0.70], [0.02, -0.14, 0.07], [-0.21, -0.20, 0.81], [-0.91, 0.34, 1.18], [0.01, 0.15, -0.50], [0.25, 0.08, 0.23], [-0.50, 0.77, -0.20], [-0.35, -0.22, -0.35], [0.19, -0.29, -0.18], [-0.20, 0.27, 0.21], [0.11, 0.01, 0.21], [-0.27, -0.62, 0.15], [0.91, -0.58, 1.68], [-0.84, -0.26, -0.79], [0.06, -0.50, 0.51], [0.25, 0.12, 0.02], [0.10, -0.53, -0.08], [0.47, 0.74, -0.53], [0.32, -0.47, -0.86], [0.49, -0.08, 1.11], [0.23, 0.21, 0.16], [-1.25, 0.94, -0.07], [-0.95, 0.28, 1.13], [-0.46, -0.91, -0.96], [0.68, -0.31, 0.09], [0.47, -0.10, -0.61], [0.05, 0.29, 0.76], [0.46, 0.07, 0.03], [-0.54, 0.16, 0.41], [-0.42, 0.10, 0.54], [-0.77, 0.35, 0.61], [-0.06, 0.22, 0.06], [-0.07, 0.61, 0.34], [-0.36, -0.36, 0.05], [0.01, 0.02, 0.56], [0.21, -0.50, -0.14], [-1.27, -0.97, 0.07], [0.23, 0.06, 0.33], [0.77, -0.24, 0.93], [0.59, 0.25, -0.76], [-1.09, 0.44, 0.41], [-0.21, -0.55, -0.46]]
}

=====

{
  "formula": "C35H48N5O5Se2V",
  "method": "wB97M-V/def2-TZVPD",
  "charge": -1,
  "lumo_ev": [2.12, 2.13],
  "homo_lumo_gap_ev": [4.76, 3.83],
  "multiplicity": 2,
  "largest_force_ev_per_a": 1.86,
  "s2": 0.954,
  "energy_ha": -7759.3733,
  "species": ["Se", "Se", "V", "O", "O", "O", "O", "O", "N", "N", "N", "N", "N", "C", "C", "C", "C", "C", "C", "C", "C", "C", "C", "C", "C", "C", "C", "C", "C", "C", "C", "C", "C", "C", "C", "C", "C", "C", "C", "C", "C", "C", "C", "C", "C", "C", "C", "C", "H", "H", "H", "H", "H", "H", "H", "H", "H", "H", "H", "H", "H", "H", "H", "H", "H", "H", "H", "H", "H", "H", "H", "H", "H", "H", "H", "H", "H", "H", "H", "H", "H", "H", "H", "H", "H", "H", "H", "H", "H", "H", "H", "H", "H", "H", "H", "H"],
  "positions_angstrom": [[-0.55488, -3.45929, 3.45344], [2.30008, -1.07932, 0.89402], [0.20762, -0.13371, -0.14408], [-1.05344, -0.42968, 1.62808], [0.24449, 1.81029, 1.40184], [-1.44327, 0.72488, -0.67910], [2.85072, -6.38690, 1.79226], [1.38153, -5.42146, -0.30594], [1.17235, 0.58775, -1.66339], [-3.63444, 1.25246, -0.32572], [0.78642, -1.09315, -3.24773], [1.20285, 1.73856, 3.45477], [1.79243, 0.89082, -3.91214], [-2.33164, 0.14948, 1.46389], [3.10840, -5.00137, 1.96413], [-1.38406, -2.57901, -0.65750], [0.52227, 0.46536, -5.95674], [0.54667, 0.14062, -7.30743], [2.78934, 4.34554, -0.66413], [-1.43075, -3.94103, -2.63723], [1.42295, 4.18220, -0.82683], [2.37227, -2.66301, 2.11787], [-0.33859, -0.04228, 2.78333], [1.46915, 1.05588, 4.70280], [3.63391, 3.26810, -0.88761], [0.91646, 2.94477, -1.18428], [1.23644, 0.12707, -2.88318], [-0.53830, -3.08343, -3.26371], [-1.86747, -3.68452, -1.33948], [1.65286, -4.08994, 0.16934], [-0.04891, -3.38496, -4.66078], [1.75612, 1.84961, -1.37059], [2.94588, 0.39197, -5.97557], [0.66648, -4.63379, 2.43609], [0.39954, 1.24834, 2.49323], [4.10789, 0.88456, -1.50880], [-0.08942, -1.95602, -2.55554], [2.94223, 0.09420, -7.32634], [-3.79478, 1.55553, -1.73667], [-4.85228, 0.88398, 0.36837], [1.73658, -0.05379, -7.99505], [1.74985, 0.55933, -5.27630], [1.90791, -4.06821, 1.67771], [-0.46403, -1.68507, -1.23286], [3.14913, 2.01675, -1.25743], [-2.43444, 0.70799, 0.06610], [-0.77627, 0.78371, -5.26581], [2.06520, 2.86782, 3.15653], [-5.15393, -0.15034, 0.15832], [5.13172, 1.21083, -1.32696], [3.93805, -4.68267, 1.31160], [-2.54231, -4.37746, -0.84936], [2.55595, 1.48136, -3.62263], [-0.31466, -2.59291, -5.37046], [2.46631, 0.60704, 4.69079], [1.42524, 1.77644, 5.52314], [4.05005, 0.49653, -2.52970], [3.88033, 0.49143, -5.43495], [-4.19701, 0.69887, -2.29092], [-3.08529, -0.62780, 1.62907], [-4.73604, 1.00318, 1.44444], [0.02835, -5.15497, 1.72531], [4.70395, 3.40044, -0.77137], [0.75027, 5.01658, -0.66862], [1.02144, -1.36445, -4.18706], [-1.14766, -0.04897, -4.66520], [-5.65063, 1.54762, 0.03897], [1.72271, -0.30368, -9.04795], [-1.01135, 0.04400, 3.64115], [3.87952, -0.03629, -7.85215], [1.83765, -2.37628, 3.01997], [0.81218, -3.44086, -0.03558], [-0.39322, 0.06611, -7.84285], [-0.49263, -4.31222, -5.02096], [1.03899, -3.50624, -4.68551], [2.38363, -6.47707, 0.95048], [3.88064, 0.04925, -0.84267], [0.74939, -5.34823, -1.02704], [1.00638, -5.37255, 3.15762], [-0.15012, 2.80207, -1.29544], [1.84218, 3.22060, 2.15406], [-2.49496, 0.95307, 2.19142], [3.11155, 2.55474, 3.19926], [3.42896, -4.87896, 3.00261], [-1.65179, -2.46966, 0.39033], [-4.47521, 2.40076, -1.84960], [-2.82607, 1.81121, -2.15524], [0.74549, 0.26737, 4.88954], [0.34930, -0.86586, 2.98604], [1.90214, 3.67153, 3.87921], [2.53306, -3.69524, -0.35024], [-1.78868, -4.81666, -3.16930], [-1.54026, 1.03673, -6.00076], [3.19576, 5.30524, -0.36848], [-0.64120, 1.62831, -4.58725], [3.43796, -2.68789, 2.35621]],
  "atomic_forces_ev_per_a": [[-0.05, 0.30, 0.01], [0.21, 0.05, 0.28], [0.98, -1.09, 1.14], [-0.19, 0.19, -0.32], [-0.01, -0.28, 0.04], [-1.09, 0.67, 0.06], [0.14, -0.02, -0.06], [0.00, -0.02, -0.13], [0.56, 0.57, -0.97], [0.12, -0.10, -0.12], [0.07, 0.17, -0.03], [-0.06, 0.12, -0.19], [0.07, 0.10, 0.15], [-0.06, -0.05, 0.04], [-0.02, 0.04, -0.06], [-0.10, -0.31, -0.14], [0.03, 0.08, 0.15], [0.03, -0.04, -0.10], [-0.02, -0.03, 0.01], [0.06, 0.02, -0.13], [0.01, 0.08, 0.00], [0.00, 0.17, -0.13], [0.03, -0.16, 0.21], [0.04, -0.10, 0.04], [0.01, 0.10, -0.01], [-0.05, -0.06, -0.01], [-0.03, -0.08, -0.15], [0.02, -0.17, -0.11], [0.01, 0.08, 0.17], [0.13, 0.21, 0.21], [-0.07, 0.06, 0.11], [0.30, 0.53, -0.30], [-0.07, -0.02, 0.15], [-0.09, 0.17, 0.12], [0.18, 0.12, 0.12], [-0.09, -0.07, 0.13], [-0.23, -0.16, 0.28], [0.01, -0.01, -0.10], [0.01, 0.00, 0.03], [0.04, -0.01, 0.03], [0.01, 0.01, 0.05], [-0.03, -0.06, -0.27], [-0.02, -0.38, -0.02], [0.05, -0.26, -0.12], [-0.10, -0.12, -0.04], [-0.48, 0.28, -0.01], [0.03, -0.03, 0.01], [-0.05, -0.07, -0.06], [0.00, 0.01, 0.00], [0.00, -0.01, -0.02], [0.03, -0.03, 0.08], [-0.01, 0.02, 0.01], [-0.02, 0.04, -0.01], [0.03, -0.02, -0.03], [-0.03, -0.02, -0.05], [-0.03, -0.02, 0.01], [0.02, 0.02, 0.00], [0.00, -0.04, -0.01], [0.03, -0.02, 0.01], [0.01, 0.02, 0.03], [-0.04, 0.00, -0.01], [0.14, -0.09, -0.03], [0.00, -0.05, -0.01], [-0.01, -0.02, 0.00], [0.00, 0.02, -0.04], [0.03, -0.04, 0.03], [0.00, 0.02, 0.03], [-0.01, 0.01, 0.00], [-0.04, 0.00, -0.04], [0.00, 0.00, 0.01], [-0.09, -0.12, 0.06], [-0.11, 0.08, -0.12], [-0.01, 0.00, 0.03], [0.01, 0.00, -0.03], [0.00, 0.00, -0.04], [-0.08, 0.03, 0.05], [0.03, -0.04, -0.01], [-0.02, 0.01, 0.08], [0.05, -0.07, -0.08], [0.00, -0.07, 0.03], [0.02, 0.03, -0.01], [0.04, -0.02, 0.04], [-0.01, -0.01, 0.00], [-0.04, 0.02, -0.01], [-0.01, 0.00, 0.02], [-0.01, -0.02, 0.01], [-0.01, 0.02, -0.03], [0.04, 0.00, 0.02], [-0.10, -0.03, 0.10], [0.00, -0.01, 0.01], [-0.06, -0.01, -0.03], [0.03, 0.01, -0.02], [0.01, 0.01, 0.01], [0.01, -0.01, -0.01], [-0.02, -0.01, 0.00], [-0.02, -0.02, -0.01]]
}

=====

Which formula does entry 1 have?
C35H48GeMgN3O2Si2